# C13H48N14O11

11 unconnected molecules or ions with the total composition C13H48N14O11 in a non-equilibrium geometry (ωB97M-V/def2-TZVPD, the OMol25 dataset).

Values from the calculation:
M in g/mol: 576.6
Spin multiplicity: 1
Lowest unoccupied orbital energy in hartree: 0.0152
SMILES string: NC(N)=O.NC(N)=O.NC(N)=O.NC(N)=O.NC(N)=O.NC(N)=O.NC(N)=O.CCO.CCO.CO.CO
HOMO level in hartree: -0.349

Bonds (Å) are listed after each position.
Element x y z (Å)
1 C -0.239 -2.495 -3.699  O2 1.165, N3 1.346, N4 1.355
2 O -1.125 -3.231 -3.875  C1 1.165
3 N 0.600 -1.968 -4.610  C1 1.346, H5 1.022, H6 1.003
4 N 0.027 -2.062 -2.443  C1 1.355, H7 1.028, H8 1.002
5 H 1.000 -2.532 -5.364  N3 1.022
6 H 1.068 -1.105 -4.402  N3 1.003
7 H 0.738 -1.387 -2.135  N4 1.028
8 H -0.780 -2.179 -1.861  N4 1.002
9 C 1.481 3.445 2.112  O10 1.275, N11 1.370, N12 1.290
10 O 1.583 2.262 1.647  C9 1.275
11 N 0.310 3.995 2.566  C9 1.370, H13 1.047, H14 0.997
12 N 2.494 4.244 2.138  C9 1.290, H15 1.015, H16 0.989
13 H -0.374 3.224 2.749  N11 1.047
14 H 0.125 4.870 3.007  N11 0.997
15 H 3.134 4.091 1.366  N12 1.015
16 H 2.327 5.201 2.329  N12 0.989
17 C -2.131 -3.135 2.912  O18 1.209, N19 1.379, N20 1.452
18 O -1.600 -3.262 3.990  C17 1.209
19 N -1.885 -2.253 1.880  C17 1.379, H21 1.026, H22 1.015
20 N -3.210 -3.971 2.416  C17 1.452, H23 1.001, H24 0.990
21 H -1.870 -2.642 0.931  N19 1.026
22 H -1.167 -1.548 2.014  N19 1.015
23 H -3.853 -4.346 3.085  N20 1.001
24 H -3.514 -3.818 1.486  N20 0.990
25 C 3.918 -1.442 3.070  O26 1.189, N27 1.365, N28 1.403
26 O 3.932 -2.601 2.809  C25 1.189
27 N 4.788 -0.756 3.869  C25 1.365, H29 0.984, H30 0.996
28 N 3.040 -0.523 2.475  C25 1.403, H31 1.029, H32 1.022
29 H 4.850 0.222 3.779  N27 0.984
30 H 5.582 -1.335 4.031  N27 0.996
31 H 2.894 0.368 2.969  N28 1.029
32 H 2.155 -0.962 2.211  N28 1.022
33 C -2.435 1.638 3.336  O34 1.219, N35 1.321, N36 1.352
34 O -1.855 2.597 3.813  C33 1.219
35 N -3.290 1.696 2.331  C33 1.321, H37 1.010, H38 1.001
36 N -2.266 0.347 3.701  C33 1.352, H39 1.015, H40 0.994
37 H -3.033 2.424 1.679  N35 1.010
38 H -3.232 0.855 1.792  N35 1.001
39 H -2.927 -0.329 3.334  N36 1.015
40 H -1.916 0.170 4.614  N36 0.994
41 C 3.078 0.090 -1.905  O42 1.201, N43 1.368, N44 1.311
42 O 2.099 0.017 -2.597  C41 1.201
43 N 3.202 0.925 -0.828  C41 1.368, H45 0.994, H46 1.008
44 N 4.248 -0.462 -2.122  C41 1.311, H47 0.989, H48 0.980
45 H 2.404 1.029 -0.245  N43 0.994
46 H 4.022 0.774 -0.261  N43 1.008
47 H 4.688 -0.854 -1.329  N44 0.989
48 H 4.484 -0.936 -2.946  N44 0.980
49 C -3.778 -1.263 -2.084  O50 1.248, N51 1.296, N52 1.353
50 O -2.873 -1.145 -1.232  C49 1.248
51 N -4.948 -0.757 -1.850  C49 1.296, H53 1.005, H54 1.017
52 N -3.633 -1.991 -3.215  C49 1.353, H55 1.024, H56 1.012
53 H -5.701 -0.826 -2.512  N51 1.005
54 H -5.009 -0.326 -0.931  N51 1.017
55 H -4.498 -2.362 -3.618  N52 1.024
56 H -2.739 -2.463 -3.244  N52 1.012
57 C -0.112 0.284 -0.408  O58 1.420, H59 1.090, H60 1.114, H61 1.110
58 O -0.678 0.339 0.893  C57 1.420, H62 0.954
59 H 0.871 -0.188 -0.420  C57 1.090
60 H -0.831 -0.266 -1.058  C57 1.114
61 H -0.002 1.294 -0.855  C57 1.110
62 H -0.026 0.784 1.428  O58 0.954
63 C -1.827 1.160 -3.652  O64 1.420, H65 1.121, H66 1.083, H67 1.079
64 O -2.887 1.704 -2.878  C63 1.420, H68 0.982
65 H -0.867 1.146 -3.073  C63 1.121
66 H -2.128 0.177 -3.993  C63 1.083
67 H -1.688 1.745 -4.548  C63 1.079
68 H -3.046 1.215 -2.042  O64 0.982
69 C -0.828 4.842 -1.423  C70 1.517, H72 1.092, H73 1.070, H74 1.104
70 C 0.608 4.402 -1.636  C69 1.517, O71 1.455, H75 1.087, H76 1.124
71 O 1.442 5.079 -0.655  C70 1.455, H77 0.968
72 H -1.416 4.184 -2.065  C69 1.092
73 H -1.031 5.850 -1.719  C69 1.070
74 H -1.200 4.626 -0.407  C69 1.104
75 H 0.977 4.691 -2.616  C70 1.087
76 H 0.573 3.287 -1.503  C70 1.124
77 H 0.807 5.331 0.031  O71 0.968
78 C 2.419 -3.790 -0.056  C79 1.564, H81 1.100, H82 1.071, H83 1.107
79 C 1.098 -3.739 0.779  C78 1.564, O80 1.449, H84 1.070, H85 1.092
80 O 1.109 -2.664 1.751  C79 1.449, H86 0.953
81 H 2.598 -2.853 -0.605  C78 1.100
82 H 2.303 -4.556 -0.796  C78 1.071
83 H 3.313 -3.994 0.564  C78 1.107
84 H 0.962 -4.736 1.142  C79 1.070
85 H 0.267 -3.548 0.097  C79 1.092
86 H 0.826 -3.021 2.588  O80 0.953